(1)
C24H43BrClFN2O28S6 | the ωB97M-V functional and the def2-TZVPD basis

Each line ends with the Löwdin charge.
Element x y z (Å)
C 4.9189 -3.5842 1.0964  -0.12
C 3.5398 -2.8268 0.5908  -0.25
C 3.9651 -1.7402 -0.5325  -0.14
C 2.9809 -0.4662 -0.6664  -0.31
C 3.6971 0.6526 -1.6433  -0.09
O 5.0913 0.9300 -1.2525  -0.15
N 5.4804 2.1190 -1.7896  -0.03
O 5.6896 2.8849 -0.8768  0.05
N 2.7893 0.3668 0.5991  0.09
C 1.4495 1.0534 0.4423  -0.33
O 1.1357 2.2805 0.6654  0.02
C 0.5561 -0.1809 -0.1274  -0.61
Cl 0.4552 -1.2883 1.3489  0.68
C -0.9348 0.1903 -0.6543  -0.14
C -2.1019 -0.0446 0.4480  -0.18
F -2.5881 -1.4425 0.4286  -0.15
C 1.5184 -0.6584 -1.3872  -0.60
Br 0.8439 -2.5476 -1.6453  0.82
O 1.1202 0.2855 -2.4124  -0.19
C 1.2592 -0.2597 -3.7617  -0.26
C -0.1710 -0.6869 -4.4456  -0.10
H 4.5540 -4.6047 1.5426  0.09
H 5.3411 -2.9075 1.9364  0.08
H 5.6667 -3.7801 0.2387  0.03
H 2.9135 -3.6599 0.0790  0.07
H 3.0523 -2.3865 1.5366  0.08
H 5.0787 -1.4550 -0.3079  0.14
H 3.9895 -2.2860 -1.5679  0.10
H 3.7636 0.1571 -2.7040  0.15
H 3.1473 1.6656 -1.6471  0.14
H 3.4666 1.1369 0.7429  0.13
H -1.2308 -0.4427 -1.5868  0.10
H -0.9477 1.3304 -0.9089  0.14
H -3.0169 0.5904 0.0860  0.13
H -1.8465 0.3337 1.5056  0.11
H 1.6546 0.6217 -4.4261  0.14
H 2.0665 -1.0928 -3.8557  0.12
H -0.2688 -1.8395 -4.5834  0.07
H -1.0688 -0.3785 -3.7624  0.08
H -0.3526 -0.1137 -5.4502  0.09
C 4.8476 -7.1681 -3.1056  -0.17
C 6.2816 -7.0012 -3.5900  -0.17
O 6.6120 -5.6415 -3.3101  -0.19
S 5.8208 -5.1693 -1.9709  0.66
O 6.7163 -5.2901 -0.8552  -0.23
O 5.1041 -3.9632 -2.2699  -0.24
O 4.7610 -6.3993 -1.9058  -0.19
H 4.1367 -6.7545 -3.8271  0.13
H 4.5976 -8.2121 -2.9082  0.14
H 6.3884 -7.2124 -4.6549  0.14
H 6.9664 -7.6389 -3.0226  0.13
C 4.1523 5.9332 0.2514  -0.18
C 4.1362 5.9416 -1.2717  -0.18
O 3.7686 7.2711 -1.6320  -0.20
S 4.3436 8.3020 -0.5134  0.69
O 5.5824 8.8461 -1.0015  -0.23
O 3.2579 9.1184 -0.0487  -0.26
O 4.6892 7.2005 0.6316  -0.18
H 3.1390 5.8572 0.6564  0.12
H 4.7647 5.1234 0.6528  0.13
H 3.4280 5.2211 -1.6845  0.13
H 5.1333 5.7446 -1.6774  0.13
C -3.6554 -2.8543 3.2890  -0.17
C -4.8072 -1.8643 3.1894  -0.17
O -5.9871 -2.6671 3.1830  -0.19
S -5.7280 -3.9963 4.0825  0.65
O -6.2695 -3.7650 5.3938  -0.24
O -6.0579 -5.1493 3.2949  -0.23
O -4.1100 -3.8779 4.1750  -0.19
H -3.4443 -3.3128 2.3187  0.13
H -2.7460 -2.3914 3.6766  0.14
H -4.7525 -1.2519 2.2883  0.13
H -4.8458 -1.2141 4.0691  0.13
C -7.5300 -6.6406 7.6210  -0.17
C -6.1345 -7.0034 7.1321  -0.18
O -5.5677 -7.7927 8.1774  -0.19
S -6.7524 -8.6344 8.9065  0.66
O -6.7752 -9.9566 8.3460  -0.23
O -6.6818 -8.3870 10.3181  -0.23
O -8.0092 -7.8037 8.2963  -0.19
H -7.4941 -5.8185 8.3419  0.13
H -8.1981 -6.3738 6.8002  0.14
H -5.5201 -6.1233 6.9374  0.13
H -6.1810 -7.6211 6.2298  0.14
C -1.1584 6.2042 -0.2154  -0.17
C -0.4709 6.2662 -1.5734  -0.17
O 0.0239 7.6008 -1.6806  -0.18
S 0.4245 8.1375 -0.1974  0.71
O 1.8427 7.9619 -0.0219  -0.30
O -0.2383 9.3902 0.0260  -0.21
O -0.3433 6.9834 0.6584  -0.19
H -2.1512 6.6627 -0.2550  0.13
H -1.2461 5.1815 0.1564  0.14
H -1.1525 6.0410 -2.3951  0.12
H 0.3848 5.5847 -1.6137  0.13
C -5.2505 6.4008 -3.9218  -0.17
C -6.0140 5.0835 -3.9437  -0.17
O -5.0757 4.1183 -4.4176  -0.19
S -3.5860 4.5403 -3.9225  0.64
O -3.2795 3.7942 -2.7330  -0.24
O -2.7208 4.5761 -5.0660  -0.22
O -3.9322 6.0674 -3.4869  -0.20
H -5.1794 6.8324 -4.9246  0.14
H -5.7025 7.1285 -3.2453  0.14
H -6.8898 5.1208 -4.5931  0.14
H -6.3215 4.7890 -2.9355  0.13

Values from the calculation:
Largest force on an atom, eV/A: 8.3
SMILES: CCC[C@]1(CON=O)NC(=O)[C@@](Cl)(CCF)[C@@]1(Br)OCC.O=S1(=O)OCCO1.O=S1(=O)OCCO1.O=S1(=O)OCCO1.O=S1(=O)OCCO1.O=S1(=O)OCCO1.O=S1(=O)OCCO1
Kohn-Sham gap, eV: 8.357
Total energy, eV: -236173.2135

***

(2)
C24H43Cl2F3N3O7SSiZn | the ωB97M-V functional and the def2-TZVPD basis

Each line ends with the Löwdin charge.
Element x y z (Å)
C 2.9007 -2.4695 -2.1534  -0.05
C 2.5857 -1.6650 -3.3755  -0.21
H 2.0180 -3.0485 -1.8520  0.07
H 3.2187 -1.8210 -1.3223  0.09
H 3.6901 -3.2026 -2.3511  0.07
C 2.7734 -2.1872 -4.5993  -0.14
C 3.1524 -3.6053 -4.8766  -0.12
H 2.6886 -1.6005 -5.5084  0.09
H 2.5944 -4.3480 -4.2780  0.08
H 4.2258 -3.7988 -4.7293  0.07
H 2.9688 -3.8327 -5.9347  0.06
Zn 1.7013 0.9144 -0.4144  0.43
Cl 3.4097 2.0685 -1.2447  0.10
C 0.1548 2.7399 1.0518  -0.25
O -0.1341 1.6265 0.5213  -0.11
N -0.7410 3.5927 1.5634  -0.14
C -2.1857 3.4856 1.3391  -0.01
C -0.1826 4.8364 2.0704  -0.04
H 1.2005 3.0854 1.0609  0.11
H -2.5648 2.6467 1.9318  0.07
H -2.4477 3.3596 0.2780  0.09
H -2.6667 4.3952 1.6845  0.08
H 0.6877 4.5602 2.6817  0.09
H -0.9254 5.3753 2.6514  0.08
H 0.1776 5.4897 1.2610  0.10
H -3.4210 1.9797 6.6737  0.09
H -0.8170 1.1553 7.3511  0.09
C -3.4537 0.9597 6.2751  -0.05
C -1.1713 0.2321 6.8616  -0.06
N -2.1439 0.5385 5.8289  -0.21
H -4.1483 0.9158 5.4413  0.09
C -1.7704 0.6662 4.5322  -0.30
O -2.4848 1.1077 3.6269  0.00
H -0.3183 -0.2781 6.3964  0.09
H -0.7360 0.2965 4.3641  0.13
H -3.7815 0.3049 7.0872  0.08
H -1.6506 -0.4060 7.6204  0.09
H 0.1081 -3.7999 2.3895  0.08
H -0.9095 -4.1493 -0.3614  0.03
C -0.7978 -4.4046 2.5385  -0.07
C -1.6505 -4.7012 0.2356  -0.08
N -1.8199 -4.1163 1.5478  -0.21
H -1.2050 -4.1854 3.5275  0.08
C -2.9007 -3.3331 1.8278  -0.33
O -3.8177 -3.0891 1.0476  -0.01
H -2.6175 -4.6557 -0.2684  0.09
H -2.8378 -2.9327 2.8656  0.13
H -0.5245 -5.4651 2.4898  0.08
H -1.3042 -5.7363 0.3394  0.08
O 1.3364 -0.0487 -1.9374  -0.43
C 2.1267 -0.2133 -3.0848  -0.36
C 0.7498 -0.0704 -5.2583  -0.07
C 1.5910 0.5224 -4.3097  -0.16
H 0.5129 -1.1356 -5.1495  0.11
C 0.2649 0.6746 -6.3457  -0.09
H 3.0692 0.3216 -2.8310  0.07
C 1.8456 1.8907 -4.3951  -0.04
H -0.4344 0.2107 -7.0510  0.10
C 0.6053 2.0265 -6.4593  -0.11
C 1.3379 2.6552 -5.4467  -0.08
H 2.4289 2.3427 -3.6036  0.05
H 0.1823 2.6381 -7.2509  0.09
H 1.5263 3.7309 -5.4760  0.10
Si -0.8429 -0.2676 -1.4159  0.16
Cl -0.0859 -1.7385 -0.1048  0.44
C -1.4750 -1.0317 -2.9706  -0.19
C -0.9012 1.5876 -2.0246  -0.16
C -2.4217 -0.1820 -0.3204  -0.25
H -1.5015 -0.2701 -3.7549  0.02
H -2.5149 -1.2563 -2.6889  0.03
H -0.9870 -1.9331 -3.3413  0.03
H -2.9234 0.7683 -0.3696  0.00
H -2.2043 -0.3357 0.7434  0.00
H -3.1416 -0.9371 -0.6160  0.01
H -0.9940 1.6042 -3.1180  0.03
H -0.0718 2.2492 -1.7628  0.01
H -1.8234 1.9796 -1.5860  0.01
F 3.3125 1.5760 5.1186  0.12
C 2.5395 1.1681 4.0894  -0.59
F 2.2856 -0.1510 4.2749  0.10
F 1.3318 1.8184 4.1755  0.07
S 3.2178 1.5463 2.3836  0.52
O 2.9289 2.9570 2.1832  -0.33
O 4.6107 1.1821 2.4727  -0.29
O 2.3929 0.6203 1.5382  -0.38

Values from the calculation:
Largest force on an atom, eV/A: 2.4
Kohn-Sham gap, eV: 8.011
Charge: -1
Total energy, eV: -144722.2197
Relative energy (zero: lowest compared OMol25 entry of this formula, charge and spin), kJ/mol: 271.40

***

(3)
C24H43Cl2FeN4O4SeSi | the ωB97M-V functional and the def2-TZVPD basis

Each line ends with the Löwdin spin population.
Element x y z (Å)
C -1.5789 -0.5218 -4.0406  0.00
C -1.1321 -1.8309 -3.4587  0.00
H -1.0286 -0.2841 -4.9567  0.00
H -1.4238 0.2944 -3.3210  0.00
H -2.6499 -0.5476 -4.2982  0.00
C -0.6112 -2.8194 -4.2029  0.00
C -0.4166 -2.7804 -5.6870  0.00
H -0.3386 -3.7737 -3.7349  0.00
H -0.5915 -1.7896 -6.1286  0.00
H -1.0824 -3.4937 -6.1990  0.00
H 0.6128 -3.0852 -5.9240  0.00
Fe 0.0581 0.3064 -0.1790  4.24
Cl -0.7808 1.9106 -1.4579  0.20
C 0.0369 -2.5640 1.6492  0.00
O 0.9280 -1.7607 1.3271  0.02
N 0.1602 -3.5851 2.5045  0.00
C 1.4034 -3.8669 3.2029  0.00
C -0.9530 -4.4776 2.7913  0.00
H -0.9935 -2.4714 1.2279  0.00
H 2.0902 -3.0335 3.0697  0.00
H 1.8614 -4.7934 2.8297  0.00
H 1.1903 -4.0203 4.2682  0.00
H -1.8736 -4.0965 2.3237  0.00
H -1.1083 -4.5554 3.8756  0.00
H -0.7599 -5.4839 2.3933  0.00
H 0.5976 2.7591 4.6910  0.00
H -1.3173 4.0558 4.0735  0.00
C 1.1786 3.2092 3.8698  0.00
C -0.8647 4.4123 3.1428  0.00
N 0.2675 3.5609 2.7944  0.00
H 1.8967 2.4957 3.4628  0.00
C 0.3816 3.0075 1.5675  0.00
O 1.1689 2.0883 1.2788  0.03
H -1.5924 4.3799 2.3218  0.00
H -0.3004 3.4728 0.8047  0.00
H 1.6787 4.1101 4.2537  0.00
H -0.5259 5.4538 3.2762  0.00
H 1.1904 -0.2151 -3.8234  0.00
H 2.3102 -2.8309 -3.4213  0.00
C 2.1291 0.0670 -3.3235  0.00
C 3.1016 -2.2023 -2.9800  0.00
N 2.5570 -0.9826 -2.4035  0.02
H 1.9743 0.9970 -2.7729  0.00
C 2.5036 -0.8193 -1.0810  0.01
O 2.0341 0.2278 -0.5428  0.07
H 3.5982 -2.7631 -2.1802  0.00
H 2.9047 -1.6459 -0.4749  0.00
H 2.9062 0.1965 -4.0878  0.00
H 3.8246 -1.9412 -3.7663  0.00
O -0.2791 -1.1657 -1.3763  0.24
C -1.2719 -1.9421 -1.9440  0.02
C 0.0437 -3.9888 -1.2444  0.00
C -1.1883 -3.3555 -1.3891  0.01
H 0.9534 -3.4357 -1.5293  0.00
C 0.1181 -5.3063 -0.7792  0.00
H -2.2589 -1.5218 -1.7040  0.00
C -2.3617 -4.0413 -1.0521  0.00
H 1.0944 -5.7863 -0.6587  0.00
C -1.0602 -5.9957 -0.4687  0.00
C -2.2984 -5.3665 -0.6051  0.00
H -3.3260 -3.5424 -1.1839  0.00
H -1.0156 -7.0211 -0.1032  0.00
H -3.2188 -5.9001 -0.3570  0.00
Si -0.3809 6.0568 -3.0653  0.00
Cl -0.5972 4.6124 -4.5625  0.00
C 1.4742 6.1299 -2.7562  0.00
C -1.4844 5.3385 -1.7265  0.00
C -0.9688 7.7918 -3.4973  0.00
H 1.8881 5.1136 -2.7500  0.00
H 1.6968 6.6122 -1.7950  0.00
H 1.9638 6.7029 -3.5574  0.00
H -0.3572 8.2713 -4.2702  0.00
H -0.9152 8.4313 -2.6042  0.00
H -2.0106 7.8020 -3.8354  0.00
H -1.2145 4.2804 -1.5934  0.00
H -2.5315 5.3809 -2.0622  0.00
H -1.3872 5.8570 -0.7628  0.00
Se -1.4006 1.0165 4.3773  0.04
C -1.1820 0.5951 2.6849  0.03
N -1.1444 0.4068 1.5056  0.05

Values from the calculation:
Largest force on an atom, eV/A: 2.6
2S+1: 6
Kohn-Sham gap (spin up / spin down), eV: 8.263 / 6.960
Total energy, eV: -172396.0750

***

(4)
C24H43ClLaP2 | the ωB97M-V functional and the def2-TZVPD basis

Each line ends with the Löwdin charge.
Element x y z (Å)
La 0.9241 -0.4203 3.0212  1.96
C -1.2938 -0.9824 3.9382  -0.36
C -0.9585 -2.1372 3.1483  -0.33
C 0.5931 -1.9856 4.8792  -0.36
C -0.3350 -0.8971 5.0239  -0.38
C 0.2447 -2.7138 3.6786  -0.36
C -2.4652 -0.0877 3.7139  -0.02
H -2.7340 0.0102 2.6545  0.07
H -2.2951 0.9157 4.1229  0.09
H -3.3276 -0.5239 4.2413  0.11
C -0.1019 0.2997 5.8820  -0.04
H -1.0262 0.8834 5.9509  0.09
H 0.6985 0.9950 5.5383  0.06
H 0.1821 -0.0387 6.8842  0.10
C 1.9161 -2.0206 5.5382  -0.03
H 1.7863 -1.9329 6.6309  0.11
H 2.5482 -1.1690 5.2062  0.08
H 2.4393 -2.9505 5.2937  0.09
C 1.1964 -3.5555 2.9075  -0.04
H 1.4235 -4.5007 3.4300  0.11
H 2.1678 -3.0298 2.7608  0.08
H 0.7990 -3.7789 1.9048  0.09
C -1.6743 -2.6012 1.9245  -0.03
H -1.6871 -3.6986 1.8804  0.10
H -1.2149 -2.2494 0.9830  0.07
H -2.7118 -2.2454 1.9458  0.09
C -1.4733 2.4308 -0.1668  -0.10
C -2.5290 1.6230 0.0341  -0.12
C -2.7537 0.2516 -0.5260  -0.18
C -2.0014 -0.0992 -1.8462  -0.23
C -0.6400 -0.6700 -1.7120  -0.17
C 0.5605 -0.0205 -1.5705  -0.33
C 0.7347 1.2470 -0.7520  -0.18
C -0.3478 2.2796 -1.1426  -0.26
H -3.8431 0.1194 -0.7034  0.12
H -2.0542 0.7808 -2.5177  0.05
H -2.4897 -0.5114 0.2292  0.08
H -0.7312 1.9898 -2.1659  -0.05
H -1.3346 3.2448 0.5513  0.10
H -3.3563 1.9736 0.6723  0.10
H 0.1254 3.2689 -1.2697  0.11
H 0.7127 1.0336 0.3488  0.06
H 1.4694 -0.6764 -1.5217  0.03
H 1.7500 1.6659 -0.9351  0.11
H -2.5976 -0.8511 -2.3984  0.11
H -0.5943 -1.7641 -1.5945  0.10
P -0.4850 1.6994 -3.9796  0.81
C -0.7050 3.4508 -4.3928  -0.25
C -1.5828 0.8563 -5.1636  -0.25
P 1.8862 -0.2721 -3.6123  0.84
C 1.2436 1.2890 -4.3346  -0.51
C 1.1087 -1.5304 -4.6848  -0.26
C 3.5768 -0.2871 -4.2966  -0.29
H 0.1518 4.0342 -4.0275  0.05
H -1.6146 3.8306 -3.8996  0.06
H -0.7980 3.5462 -5.4848  0.04
H -1.4564 1.3253 -6.1516  0.04
H -2.6291 0.9719 -4.8348  0.05
H -1.3671 -0.2185 -5.2330  0.03
H 3.5401 -0.0799 -5.3760  0.04
H 4.0381 -1.2680 -4.1152  0.04
H 4.1713 0.4821 -3.7932  0.04
H 1.8790 2.0916 -3.9325  0.06
H 1.3761 1.2435 -5.4248  0.06
H 1.7028 -2.4532 -4.6201  0.05
H 1.1030 -1.1733 -5.7200  0.05
H 0.0948 -1.7733 -4.3561  0.02
Cl 1.4423 2.5627 3.2462  0.42
C 2.8239 1.5165 3.3833  -0.80
H 3.3798 1.4968 2.4329  -0.04
H 3.4194 1.7583 4.2750  -0.02

Values from the calculation:
Largest force on an atom, eV/A: 6.6
Kohn-Sham gap, eV: 5.790
Charge: +1
Total energy, eV: -57533.9230
Relative energy (zero: lowest compared OMol25 entry of this formula, charge and spin), kJ/mol: 42.06